ORCA calculation (wB97M-V/def2-TZVPD) on a 3-piece molecular cluster, C11H27NO3 overall at a distorted geometry.

Summary:
LUMO level = 0.582 eV
E = -19472.020 eV
SMILES = CC1(C)CCCC(C)(C)N1O.CO.CO
Energy above the lowest of the compared OMol25 structures with the same formula, charge and spin = 44.88 kcal per mole

Structure (ORCA input):
```
! RIJCOSX wB97M-V def2-TZVPD def2/J DEFGRID3
* xyz 0 1
C -1.24123 0.15886 3.22255
C -0.78616 -0.90646 2.12368
C 0.76109 -1.19325 2.18573
C -1.52298 -2.28736 2.33182
C -1.49417 -3.25449 1.15259
C -2.04124 -2.53363 -0.02298
C -1.20519 -1.27764 -0.40679
C 0.23862 -1.54208 -0.91030
C -2.07320 -0.67488 -1.54283
N -1.23029 -0.33920 0.71900
O -0.84502 0.93686 0.34959
H -2.27470 0.50417 3.19423
H -0.63509 1.05489 3.08904
H -0.91035 -0.16002 4.21095
H 1.34270 -1.22648 3.10699
H 1.26953 -0.40511 1.63036
H 1.08041 -2.14596 1.76325
H -1.03924 -2.84349 3.13482
H -2.58079 -2.12049 2.53502
H -2.02870 -4.15348 1.45951
H -0.48992 -3.60578 0.91558
H -3.09564 -2.41809 0.22796
H -2.02883 -3.23129 -0.86037
H 0.12270 -1.93915 -1.91876
H 0.83049 -0.62949 -0.98084
H 0.75466 -2.32877 -0.35992
H -2.96629 -0.29687 -1.04523
H -1.75915 0.25626 -2.01447
H -2.34354 -1.52298 -2.17191
H -0.10716 0.84358 -0.25742
C 2.87856 4.70912 -2.78563
O 4.13085 4.70746 -3.50786
H 2.97825 5.18394 -1.80956
H 2.20930 5.34901 -3.36072
H 2.46358 3.71474 -2.62095
H 4.95500 4.49108 -3.06565
C 1.79846 1.95029 -1.32838
O 0.69167 1.07372 -1.34100
H 1.63551 2.67631 -2.12490
H 1.91729 2.46222 -0.37344
H 2.73839 1.41858 -1.47640
H -0.09801 1.54549 -1.06634
*
```

ORCA calculation (wB97M-V/def2-TZVPD) on C2H12LiO4 as an isolated structure.

Summary:
LUMO level = -3.170 eV
E = -10660.544 eV
Energy above the lowest of the compared OMol25 structures with the same formula, charge and spin = 0.00 kcal per mole

Structure (ORCA input):
```
! RIJCOSX wB97M-V def2-TZVPD def2/J DEFGRID3
* xyz 1 1
Li -0.34024 -1.02792 -0.33871
C 0.28835 2.45057 0.86954
C 1.18260 1.27272 0.56738
O 0.76537 0.56171 -0.62515
H -0.72707 2.11490 1.08672
H 0.24033 3.13041 0.01566
H 0.66633 3.00272 1.72651
H 1.15997 0.52332 1.35711
H 2.21893 1.58654 0.44499
H 1.05793 1.06025 -1.39269
O 0.74183 -2.38339 0.77588
H 0.86077 -2.53582 1.71682
H 1.56219 -2.66049 0.35763
O -0.54407 -1.86682 -2.14093
H -1.40519 -2.16708 -2.44410
H -0.07518 -1.57237 -2.92627
O -2.18077 -0.57160 0.22399
H -2.52771 -0.32138 1.08513
H -2.94438 -0.59627 -0.35951
*
```

ORCA calculation (wB97M-V/def2-TZVPD) on an isolated molecule of C9H10ClN2P at a distorted geometry.

Summary:
LUMO level (alpha / beta) = -1.047 / -0.685 eV
E = -34283.022 eV
Energy above the lowest of the compared OMol25 structures with the same formula, charge and spin = 51.98 kcal per mole

Structure (ORCA input):
```
! RIJCOSX wB97M-V def2-TZVPD def2/J DEFGRID3
* xyz 0 1
C -1.74660 0.34661 3.50578
C -0.72732 1.12826 3.01990
C -2.18694 -0.83143 2.84916
C -0.11517 0.71881 1.79861
C -1.65266 -1.14107 1.63248
C -0.58500 -0.42349 1.10616
C 1.26433 -0.04468 -1.72491
C 0.27696 0.71543 -2.63126
C 2.74608 -0.00044 -2.15334
N 1.04458 -0.50447 -0.59239
N -0.01759 -0.98298 0.03213
P -1.00926 -0.49578 -3.25907
Cl -0.04773 -1.39709 -4.84310
H -2.37022 0.47075 4.49125
H -0.26433 1.97664 3.44781
H -3.04459 -1.27433 3.21440
H 0.66659 1.27099 1.46673
H -1.96852 -2.17187 1.03857
H -0.29892 1.51372 -2.15355
H 0.81768 1.14692 -3.46256
H 3.31996 0.65631 -1.52726
H 2.78150 0.27621 -3.19714
H 3.11716 -0.95302 -2.05841
*
```

> Which value of energy above the lowest of the compared OMol25 structures with the same formula, charge and spin does entry 2 give?

0.00 kcal per mole